The following is a DFT calculation (ωB97M-V with the def2-TZVPD basis set) of 2 unconnected molecules or ions with the total composition C4H7N2O3S2 at a distorted geometry.

Results
Net charge ... -1
Gap between HOMO and LUMO (alpha / beta) ... 7.591 / 7.586 eV
HOMO level (alpha / beta) ... -4.40 / -4.40 eV

```
18
Properties=species:S:1:pos:R:3:forces:R:3:lowdin_charge:R:1
C 1.527687 -0.034260 0.237741 0.48 0.67 1.62 -0.65
C -1.228496 0.646044 0.164522 -1.80 -0.08 -0.44 -0.63
C 1.786865 1.198759 1.070351 -1.18 -0.52 -1.39 -0.10
C 2.256612 -1.812084 -1.131708 -1.89 0.11 -0.22 -0.17
N -0.848231 1.837219 -0.016679 -2.03 0.26 -1.41 -0.05
N 2.484159 -0.603237 -0.335823 0.67 -0.67 -1.18 -0.05
O -4.295006 0.680123 -0.937216 0.42 -0.02 0.15 -0.39
O -3.665409 -1.654124 -0.297906 0.11 3.15 0.92 -0.42
O -4.192660 0.100339 1.480473 1.05 -0.62 -2.53 -0.41
S -0.149125 -0.672053 0.345479 0.21 -1.33 0.28 0.93
S -3.750873 -0.195440 0.080527 0.65 -1.74 1.55 0.56
H 0.952584 1.817274 0.799256 0.22 1.16 -0.11 0.02
H 1.722738 1.111011 2.101849 -0.68 -1.14 2.15 0.05
H 2.747726 1.607971 0.988396 1.36 0.67 -1.14 0.05
H 3.215128 -2.358977 -1.291002 -1.04 0.24 0.22 0.07
H 1.723853 -1.592787 -2.111079 1.17 0.16 0.70 0.09
H 1.391351 -2.358352 -0.654906 1.45 -0.46 -0.21 0.03
H -1.678909 2.282572 -0.492268 0.85 0.15 1.07 0.06
```
Positions in Å, forces in eV/Å.

***

The following is a DFT calculation (ωB97M-V with the def2-TZVPD basis set) of C11H5F3N2OS in the gas phase at a distorted geometry.

Results
Net charge ... 0
Gap between HOMO and LUMO ... 8.035 eV
HOMO level ... -9.25 eV
SMILES ... N#Cc1c(-c2cccs2)cc(C(F)(F)F)[nH]c1=O

```
23
Properties=species:S:1:pos:R:3:forces:R:3:lowdin_charge:R:1
N 1.334670 3.298908 -1.645020 -1.14 -2.81 0.18 0.19
C 0.948132 2.192939 -1.559315 1.20 2.36 -0.52 -0.16
C 0.576791 0.818053 -1.393404 -0.49 -1.36 1.49 -0.09
C 0.379876 0.273348 -0.144166 -0.44 0.23 0.54 -0.13
C 0.476263 1.084255 1.111316 -0.10 -0.02 0.15 -0.46
C -0.578532 1.165859 1.993299 0.88 0.87 0.35 -0.11
C -0.330370 2.074025 3.094330 -0.23 -0.78 -1.19 -0.18
C 0.867003 2.676699 2.979666 1.38 0.16 0.22 -0.38
S 1.844350 2.123124 1.597851 -2.34 -0.30 0.83 1.02
C -0.127598 -1.095301 0.005407 0.11 -0.51 -2.25 0.05
C -0.362506 -1.895177 -1.113039 0.85 2.28 -0.03 -0.05
C -0.765577 -3.362458 -0.918499 0.47 0.65 -0.49 -0.52
F -1.924345 -3.446488 -0.233649 0.58 -0.28 -0.72 0.15
F 0.179520 -4.002179 -0.182864 -0.80 0.16 -0.79 0.14
F -0.875436 -3.959504 -2.149510 -0.12 0.22 1.48 0.12
N -0.134575 -1.329736 -2.423332 -1.03 -2.44 3.70 0.18
C 0.253836 -0.023198 -2.536007 0.37 1.21 -3.11 -0.43
O 0.313118 0.404633 -3.683426 0.07 0.36 0.23 0.06
H -1.556368 0.733183 1.858885 0.07 -0.41 -0.20 0.12
H -1.043817 2.222157 3.893085 0.12 0.19 -0.04 0.10
H 1.274487 3.371730 3.727422 0.02 -0.37 -0.66 0.08
H -0.287327 -1.499631 0.988943 0.07 -0.04 0.14 0.12
H -0.461597 -1.825243 -3.267972 0.50 0.62 0.69 0.18
```
Positions in Å, forces in eV/Å.

***

The following is a DFT calculation (ωB97M-V with the def2-TZVPD basis set) of C8H7Cl2N in the gas phase at a distorted geometry.

Results
Net charge ... 0
Gap between HOMO and LUMO ... 9.082 eV
HOMO level ... -9.36 eV
SMILES ... CC(=C/C#N)/C=C(Cl)\C=C\Cl

```
18
Properties=species:S:1:pos:R:3:forces:R:3:lowdin_charge:R:1
C 1.467177 0.421770 0.563235 -4.37 1.60 -0.21 0.02
C 0.272852 0.296153 -0.517281 1.93 -2.82 0.42 -0.25
C -0.053705 -0.823048 -1.253689 2.25 0.37 1.35 -0.10
C -0.755223 -0.812025 -2.476322 -0.01 0.46 -0.28 -0.27
N -1.284942 -0.854795 -3.493448 -0.25 -0.02 -0.37 0.18
C -0.627550 1.361876 -0.455210 -1.46 0.49 -0.08 -0.12
C -1.909782 1.135481 -0.059874 1.24 0.63 -1.20 -0.64
Cl -2.931342 2.498255 0.162169 -0.32 0.11 0.27 0.72
C -2.323206 -0.150095 0.443070 0.05 3.00 0.56 -0.24
C -2.187301 -1.266490 -0.166876 -1.62 -3.08 -1.20 -0.56
Cl -2.402822 -2.757303 0.743042 0.21 0.28 -0.52 0.62
H 2.363340 0.077681 0.195166 2.00 -0.90 -0.67 0.03
H 1.169777 -0.025042 1.555961 0.34 0.42 -1.11 0.10
H 1.454428 1.545103 0.645691 0.67 -1.13 0.46 0.09
H 0.350505 -1.815293 -1.006252 0.35 0.56 -0.23 0.14
H -0.207525 2.335557 -0.497174 -0.17 1.03 -0.01 0.11
H -2.399415 -0.056163 1.473705 -0.77 -0.40 2.01 0.10
H -2.270649 -1.326490 -1.253866 -0.07 -0.58 0.80 0.07
```
Positions in Å, forces in eV/Å.

***

The following is a DFT calculation (ωB97M-V with the def2-TZVPD basis set) of C4H7NO in the gas phase.

Results
Net charge ... 0
Gap between HOMO and LUMO ... 9.004 eV
HOMO level ... -8.13 eV
SMILES ... NCCC=C=O

```
13
Properties=species:S:1:pos:R:3:forces:R:3:lowdin_charge:R:1
N 0.828678 -1.067649 0.195754 0.38 -0.45 -0.18 0.01
C 0.695942 0.206978 0.872028 -0.19 0.56 0.42 -0.27
C -0.058231 1.173134 -0.055654 0.11 -0.08 -0.02 -0.21
C -1.164995 0.391952 -0.700944 -0.11 -0.14 -0.14 -0.12
C -1.134846 -0.910641 -0.956394 -0.45 -0.45 -0.35 -0.26
O -1.409942 -1.984059 -1.352448 0.26 0.71 0.35 0.11
H 0.926050 -1.857158 0.822055 -0.10 0.12 -0.01 0.10
H 1.568100 -1.140148 -0.500904 -0.13 0.34 0.24 0.11
H 0.051431 0.044353 1.745922 0.20 -0.08 -0.14 0.12
H 1.638939 0.641466 1.239580 -0.14 -0.11 -0.20 0.11
H 0.633623 1.606525 -0.795004 -0.12 -0.13 0.05 0.10
H -0.484596 2.028772 0.488914 0.24 -0.31 0.04 0.11
H -2.090155 0.866473 -1.002904 0.05 0.03 -0.07 0.10
```
Positions in Å, forces in eV/Å.

***

The following is a DFT calculation (ωB97M-V with the def2-TZVPD basis set) of a molecular structure, C30H32BCl2N10O4RhS at a distorted geometry.

Results
Expectation value of S² ... 0.789
Net charge ... +1
Multiplicity ... 2
Gap between HOMO and LUMO (alpha / beta) ... 8.703 / 5.510 eV
HOMO level (alpha / beta) ... -11.53 / -11.53 eV

```
81
Properties=species:S:1:pos:R:3:forces:R:3:lowdin_spin:R:1
Rh -0.888133 0.366432 0.649625 -1.79 -0.70 0.78 0.04
C -1.243249 3.547607 -0.633969 0.08 -0.05 0.00 0.00
C -1.313134 2.379665 -1.559537 -0.26 -0.12 0.15 0.00
C -1.414410 2.365004 -2.949955 -0.01 -0.05 -0.07 0.00
C -1.538594 1.032938 -3.299757 -0.01 0.09 -0.06 0.00
N -1.491426 0.294461 -2.186690 -0.15 -0.05 0.12 0.00
N -1.384914 1.112055 -1.122468 0.90 0.46 -0.53 0.00
B -1.796715 -1.210239 -1.917273 -0.02 0.00 -0.14 0.00
N -0.567919 -1.860146 -1.247285 -0.09 0.02 0.19 0.00
C 0.142732 -2.954165 -1.544425 0.05 0.00 -0.01 0.00
C 1.053236 -3.167143 -0.529495 0.01 -0.02 -0.03 0.00
C 0.828284 -2.147363 0.395109 -0.25 0.00 0.09 0.00
C 1.559451 -1.874899 1.660721 0.01 0.03 -0.01 0.00
N -0.187808 -1.394185 -0.045105 0.82 0.22 -0.25 0.00
N -2.909410 -1.229031 -0.856819 0.19 0.12 0.09 0.00
C -4.137787 -1.750162 -0.915106 -0.12 -0.07 -0.01 0.00
C -4.788141 -1.460457 0.256813 -0.02 0.00 -0.07 0.00
C -3.887930 -0.728382 1.024599 -0.04 0.10 0.03 0.00
C -4.229060 -0.215418 2.379032 0.15 -0.10 -0.12 0.00
N -2.729319 -0.594130 0.353481 -0.03 -0.13 0.07 0.00
N -2.080465 -1.903548 -3.228424 -0.02 -0.01 0.04 0.00
C -1.207148 -1.999194 -4.264954 0.03 0.00 -0.02 0.00
C -1.819461 -2.692590 -5.273562 -0.02 0.02 0.02 0.00
C -3.101968 -2.996053 -4.765920 -0.05 -0.05 -0.05 0.00
C -4.205773 -3.751752 -5.433204 0.02 0.01 0.01 0.00
N -3.248405 -2.519548 -3.543183 0.10 0.02 -0.06 0.00
H -1.623750 4.434817 -1.135770 -0.02 -0.01 0.00 0.00
H -0.220768 3.763930 -0.322285 0.01 0.03 -0.04 0.00
H -1.834271 3.369023 0.263129 0.01 0.01 0.01 0.00
H -1.442996 3.217128 -3.606223 0.00 0.00 0.00 0.00
H -1.693412 0.574284 -4.261628 -0.02 -0.01 0.01 0.00
H -0.060083 -3.518552 -2.438638 -0.02 0.00 0.00 0.00
H 1.772632 -3.963363 -0.452205 0.00 0.00 0.01 0.00
H 2.312629 -2.643332 1.821540 0.00 0.00 0.00 0.00
H 0.885226 -1.851811 2.514062 0.00 -0.01 0.02 0.00
H 2.063652 -0.909179 1.607908 0.03 0.03 0.02 0.00
H -4.443221 -2.282685 -1.799248 0.02 0.03 0.04 0.00
H -5.792640 -1.725993 0.534487 0.00 0.00 0.00 0.00
H -5.288028 -0.390813 2.552552 -0.01 -0.02 0.01 0.00
H -4.038228 0.847833 2.480276 -0.03 0.04 -0.01 0.00
H -3.674197 -0.752969 3.144276 -0.12 0.04 -0.23 0.00
H -0.220212 -1.567694 -4.210313 0.01 0.01 0.01 0.00
H -1.416240 -2.945722 -6.238846 0.01 0.00 0.00 0.00
H -3.928728 -4.015315 -6.451955 0.00 0.00 0.00 0.00
H -5.117529 -3.156477 -5.467219 0.00 0.00 0.00 0.00
H -4.427512 -4.670789 -4.891022 0.00 0.00 0.00 0.00
C 6.075332 0.054497 4.509327 0.00 0.01 0.00 0.00
C 4.917096 0.727369 3.831837 0.01 -0.01 0.00 0.01
C 3.605042 0.355375 4.115366 -0.01 0.00 0.00 0.00
C 2.536744 0.967401 3.483483 0.05 0.04 -0.03 0.01
C 2.794235 1.968011 2.552205 0.08 -0.18 0.02 0.01
C 4.093562 2.370085 2.258947 -0.04 0.03 0.03 0.00
C 5.143682 1.746216 2.903696 0.02 0.01 0.00 0.00
S 1.435359 2.725071 1.774674 -0.24 0.02 -0.11 0.02
O 0.341663 2.802212 2.673324 -0.10 0.00 0.25 0.00
O 1.848893 3.895510 1.064102 -0.03 0.15 0.16 0.00
N 0.949361 1.528894 0.599540 0.51 -0.26 -0.55 0.41
C 1.743176 1.392385 -0.504913 -0.08 -0.02 0.17 0.04
C 2.825236 2.249898 -0.870583 0.02 -0.08 -0.05 0.17
C 3.562870 1.953001 -1.999124 0.03 0.05 0.01 -0.01
C 3.240946 0.844244 -2.756507 0.01 -0.05 -0.03 0.19
C 2.144964 0.060346 -2.346492 0.05 0.11 0.07 0.02
N 1.435821 0.323377 -1.284675 -0.07 0.06 -0.13 0.08
H 5.739430 -0.655421 5.262165 0.00 0.00 0.00 0.00
H 6.721755 0.788077 4.992024 -0.01 0.00 0.00 0.00
H 6.683037 -0.482711 3.779356 0.00 0.00 0.01 0.00
H 3.416496 -0.417480 4.849957 0.00 0.00 -0.01 0.00
H 1.517906 0.688410 3.714983 0.01 -0.03 0.00 0.00
H 4.270724 3.185182 1.570891 0.01 -0.01 0.00 0.00
H 6.158966 2.062031 2.698252 0.00 0.00 0.00 0.00
H 3.039966 3.133275 -0.299072 0.07 -0.04 -0.10 0.01
H 4.382282 2.596978 -2.288018 0.00 0.01 0.02 0.00
H 3.801788 0.581040 -3.642448 -0.01 0.00 -0.01 0.01
H 1.854204 -0.814765 -2.917973 -0.01 -0.01 0.00 0.00
Cl -0.440589 1.545566 5.473492 0.11 0.12 -0.26 0.00
C -1.823710 1.174035 4.440324 -0.14 -0.05 0.03 0.00
Cl -2.662225 -0.224053 5.145606 0.17 0.07 0.30 0.00
C -1.446085 0.890312 2.983836 -0.11 -0.07 -0.21 0.00
O -0.744251 -0.116511 2.674240 0.20 0.12 0.17 0.00
O -1.885815 1.620305 2.049880 0.18 0.11 0.29 0.00
H -2.502718 2.019758 4.463168 0.03 0.02 -0.01 0.00
```
Positions in Å, forces in eV/Å.

***

The following is a DFT calculation (ωB97M-V with the def2-TZVPD basis set) of C8H13N3O6 in the gas phase at a distorted geometry.

Results
Net charge ... 0
Gap between HOMO and LUMO ... 10.132 eV
HOMO level ... -9.77 eV
SMILES ... NC(=O)C[C@H](NC(=O)[C@@H](N)CC(=O)O)C(=O)O

```
30
Properties=species:S:1:pos:R:3:forces:R:3:lowdin_charge:R:1
N -2.710331 -1.115430 0.949554 1.56 2.82 1.29 0.17
C -3.118744 -1.154319 -0.315824 0.63 0.01 -0.96 -0.62
O -3.865945 -1.969746 -0.738401 -2.62 -2.73 -0.71 0.07
C -2.538914 -0.291528 -1.398882 0.34 2.61 0.25 -0.03
C -1.349586 0.520298 -0.887720 1.80 1.12 -1.69 -0.26
N -0.263315 -0.264679 -0.371809 2.99 -0.09 2.68 0.12
C 0.719397 0.418950 0.392871 -0.67 -0.05 -1.72 -0.38
O 0.767134 1.654928 0.531787 -0.27 -1.44 -0.76 0.04
C 1.856115 -0.446637 0.950884 -1.44 -0.48 3.00 -0.32
N 1.724326 -1.841854 0.593896 0.55 -0.31 -0.39 0.05
C 3.205222 0.207294 0.789286 1.34 2.84 0.37 -0.07
C 3.566296 0.118494 -0.649146 -0.66 -1.73 0.10 -0.58
O 4.140118 -0.837575 -1.123226 0.31 0.76 -0.05 0.10
O 2.976276 1.032230 -1.384995 -2.20 1.89 -0.87 0.10
C -1.734491 1.555729 0.124995 -2.18 2.36 -2.44 -0.45
O -1.771775 1.477058 1.305469 0.04 -0.12 1.39 0.13
O -2.336635 2.667250 -0.535300 2.48 -4.00 -1.67 0.12
H -3.081396 -1.846417 1.563647 0.19 0.90 -0.22 0.13
H -2.240922 -0.143309 1.233540 -1.28 -3.26 0.37 0.12
H -3.312550 0.445771 -1.805951 0.94 -1.14 0.62 0.16
H -2.183312 -0.892030 -2.231531 -0.25 -0.29 0.12 0.13
H -0.865279 1.126666 -1.727066 -1.04 -0.59 0.75 0.19
H -0.128591 -1.307321 -0.265145 -0.70 1.45 -0.41 0.16
H 1.623567 -0.486163 2.081677 0.29 0.72 -1.46 0.18
H 2.445293 -2.114524 -0.109767 -0.71 -0.11 1.07 0.10
H 1.751704 -2.336107 1.492400 0.41 -0.45 -1.23 0.10
H 3.078605 1.374601 0.958351 0.36 -2.53 0.42 0.17
H 4.085101 -0.216268 1.340970 -1.31 0.24 0.01 0.15
H 2.159169 1.489179 -0.931454 2.39 -0.93 -0.69 0.15
H -2.596532 3.175460 0.166879 -1.31 2.53 2.83 0.06
```
Positions in Å, forces in eV/Å.

***

net charge of number 2 (C11H5F3N2OS)?
0

***

Look up the net charge of the first one.
-1